Entry 1:
24
Properties=species:S:1:pos:R:3:forces:R:3 method="wB97M-V/def2-TZVPD" spin_multiplicity=2 de_lowest_ev=0.000 charge=+2 gap_ev="6.590 / 6.558" e_homo_ev="-15.93 / -15.90"
O 0.013 4.378 -0.437 -0.1061 -4.1163 -0.0333
C -0.015 3.226 -0.418 0.1125 4.2251 0.2221
Ce -0.060 -0.356 0.607 0.1808 2.1417 1.2100
C 0.018 -2.406 -0.576 0.2099 -6.1474 -3.4011
O 0.065 -3.354 -1.259 -0.2067 4.2602 2.8548
C 0.014 -0.289 -1.887 0.1694 -0.8295 -2.4632
O 0.102 -0.500 -3.056 -0.3666 0.9535 2.9920
C 1.996 -0.684 -0.708 5.4809 -0.4020 -4.9582
O 2.827 -0.742 -1.527 -3.7969 0.1834 4.1696
C -2.095 -0.672 -0.723 -5.4558 -0.5299 -4.6298
O -2.956 -0.746 -1.499 3.7979 0.2708 3.6179
H -0.059 0.814 -1.348 -0.0021 0.1192 -0.6838
S -0.226 -0.639 3.265 0.0776 0.4248 1.0620
C 0.256 0.883 3.968 0.3406 0.9359 1.2790
N 1.527 1.246 4.228 -0.7916 -0.9646 -1.1205
C 1.642 2.505 4.936 0.2030 0.5453 0.0866
C 0.179 2.885 5.163 -0.5464 0.6079 0.4749
N -0.559 1.808 4.505 -0.1125 -1.0940 -1.0291
H 2.311 0.695 3.925 0.0517 -0.1006 0.1495
H 2.136 3.270 4.319 0.1151 -0.3921 0.3277
H 2.163 2.346 5.881 0.1322 0.1906 -0.1836
H -0.074 3.856 4.717 0.0312 -0.3084 0.1702
H -0.072 2.909 6.229 -0.0260 0.0433 -0.2301
H -1.575 1.737 4.469 0.5078 -0.0164 0.1162

---

Entry 2:
123
Properties=species:S:1:pos:R:3:forces:R:3 method="wB97M-V/def2-TZVPD" charge=0 gap_ev=9.639 e_homo_ev=-9.29
F -2.188 -0.658 2.476 -0.1250 -0.1696 -0.2142
C -2.718 -0.635 3.716 -0.3491 0.6997 0.4428
C -2.022 0.043 4.702 -0.0806 -1.2081 -0.4490
C -2.568 -0.009 5.975 0.3325 0.9134 0.3943
C -3.818 -0.539 6.221 -0.5186 -0.1868 -0.1255
C -4.562 -1.102 5.180 0.4774 0.7030 0.7303
C -3.989 -1.143 3.932 -0.0702 -0.3937 -1.1027
H -1.063 0.462 4.430 0.0190 0.1782 0.3191
H -2.045 0.493 6.782 0.0198 -0.1099 0.0174
H -4.255 -0.446 7.207 0.0860 -0.1140 0.0339
H -5.588 -1.394 5.344 0.0425 -0.2474 -0.0618
H -4.549 -1.533 3.088 0.1343 -0.0758 -0.0030
C 0.097 -3.806 0.844 -1.1963 -1.0567 0.8921
C -1.273 -3.541 0.815 0.9343 0.2016 -0.2437
C -2.190 -4.555 1.088 0.1872 1.1005 -0.1874
N -1.886 -5.820 1.357 0.2439 0.1693 0.5746
C -0.574 -6.070 1.488 -0.5806 0.6157 -0.8242
C 0.394 -5.107 1.238 1.1264 -0.2389 -0.0128
H 0.875 -3.069 0.709 -0.0252 0.0350 -0.2911
H -1.609 -2.546 0.555 -0.2832 -0.0767 0.0674
H -3.207 -4.176 1.108 -0.3808 -0.8334 -0.0969
H -0.282 -7.083 1.723 -0.0494 -0.0978 0.1056
H 1.429 -5.418 1.332 -0.0214 0.0757 0.0160
C 1.420 1.755 -4.531 -0.9272 -1.3340 0.4636
C 1.573 2.471 -5.685 0.6035 0.9657 -0.5843
C 0.936 2.068 -6.860 -0.6481 -0.4698 0.3080
N 0.164 0.988 -6.910 -0.1144 -0.3975 0.1420
C 0.052 0.235 -5.805 1.1925 0.2819 -0.6722
C 0.686 0.565 -4.616 -0.6410 -0.0814 -0.1835
H 1.777 2.058 -3.555 0.4226 0.1765 -0.1836
H 2.223 3.339 -5.672 -0.1999 0.1082 -0.1455
H 0.947 2.584 -7.813 0.4897 0.4267 0.2326
H -0.396 -0.738 -5.974 -0.4341 0.1151 0.3427
H 0.533 -0.134 -3.806 0.1907 0.3206 0.2731
C -3.073 3.236 1.632 -0.8657 0.2112 -0.7338
C -3.223 4.567 1.248 0.9427 -0.2309 0.5304
C -2.067 5.350 1.283 0.1658 0.1684 -0.9294
N -0.839 4.900 1.574 -0.8136 -0.2391 0.6669
C -0.763 3.628 1.974 0.5391 0.3409 -0.3687
C -1.833 2.750 1.964 0.3299 -0.1244 0.4495
H -3.940 2.589 1.562 0.1003 -0.1278 0.1627
H -4.178 4.942 0.915 0.0050 0.1920 0.0751
H -2.063 6.374 0.925 -0.3019 0.0682 0.1402
H 0.239 3.320 2.259 -0.0742 -0.2732 -0.0515
H -1.679 1.706 2.201 -0.0449 0.0276 0.0719
C -5.135 3.841 -3.537 0.1656 0.4690 0.8621
C -4.983 2.495 -3.746 -0.2354 -0.8159 -0.4026
C -3.891 1.815 -3.219 0.4105 0.6342 0.2252
N -2.985 2.407 -2.434 -0.0636 0.3809 -0.6074
C -3.142 3.730 -2.236 0.2263 -0.4943 0.4375
C -4.195 4.479 -2.718 -0.4498 -0.2323 -0.4199
H -5.986 4.383 -3.927 -0.0105 -0.0126 -0.0430
H -5.722 1.916 -4.288 0.0821 0.1467 -0.2211
H -3.708 0.783 -3.482 -0.1054 -0.1427 0.1925
H -2.375 4.203 -1.633 -0.0290 -0.0107 0.1288
H -4.320 5.511 -2.422 0.1937 0.0973 -0.1921
C 2.496 -3.593 -3.596 0.0249 0.2198 0.1533
C 1.377 -4.390 -3.681 -0.8438 -0.4244 0.0084
C 0.220 -3.997 -3.011 0.1685 0.3488 0.6001
N 0.155 -2.902 -2.253 -0.2453 0.7176 -0.8448
C 1.176 -2.038 -2.336 -0.0272 -0.7701 0.2781
C 2.374 -2.370 -2.946 0.1501 0.3578 -0.3020
H 3.436 -3.883 -4.046 -0.0254 0.0125 -0.0886
H 1.324 -5.311 -4.247 0.3069 0.0153 -0.0422
H -0.719 -4.537 -3.051 0.2360 -0.4414 -0.0471
H 0.996 -1.066 -1.894 0.2746 -0.0395 0.2364
H 3.180 -1.648 -2.992 0.0404 -0.0352 0.1827
C 4.445 3.016 3.707 1.1764 -0.0195 -0.5919
C 4.689 3.497 2.423 -0.1718 -0.7234 0.8999
C 5.126 2.569 1.471 -0.3132 1.0680 -0.3761
N 5.469 1.326 1.732 -1.1935 -0.8752 0.0026
C 5.149 0.838 2.948 1.0514 0.6991 -1.1256
C 4.705 1.661 3.952 -0.5672 0.0364 0.8845
H 4.215 3.738 4.479 -0.2598 -0.2872 0.2410
H 4.589 4.555 2.229 -0.2386 -0.0784 -0.4221
H 5.067 2.869 0.427 0.7537 0.0732 -0.0164
H 5.331 -0.224 3.045 0.0793 -0.0021 0.4486
H 4.605 1.215 4.936 -0.2873 0.2146 0.0568
C 0.292 -0.199 0.614 0.5938 -0.4394 0.5130
C 1.653 0.021 0.845 -0.9039 0.5082 -0.2519
C 2.219 1.115 0.209 -0.1606 0.2911 1.0130
N 1.537 1.990 -0.542 0.2966 -0.3747 -0.4725
C 0.263 1.709 -0.824 0.0259 -0.5635 0.2667
C -0.403 0.641 -0.222 -0.0238 -0.0636 -0.8957
H -0.213 -1.048 1.051 0.0214 0.0623 0.1617
H 2.230 -0.548 1.557 -0.0974 -0.1835 -0.1792
H 3.247 1.330 0.464 0.1090 0.2276 -0.4178
H -0.235 2.286 -1.594 -0.0761 0.3321 0.2354
H -1.415 0.380 -0.508 -0.0857 0.3377 0.0367
C -4.135 -1.023 -1.468 0.3296 -0.8015 -0.0255
C -3.237 -1.834 -2.164 0.0720 0.1017 0.0307
C -3.590 -2.298 -3.421 -0.6632 -0.5445 0.0274
N -4.803 -2.142 -3.987 0.7244 0.7940 0.2934
C -5.648 -1.369 -3.300 0.1191 -1.1959 0.1717
C -5.382 -0.876 -2.024 -0.5397 1.3828 -0.8743
H -3.871 -0.544 -0.534 -0.0220 -0.1129 0.0891
H -2.275 -2.166 -1.790 0.1178 0.4414 0.1011
H -2.868 -2.896 -3.961 -0.0638 -0.0522 -0.1698
H -6.621 -1.238 -3.757 -0.0759 0.1752 0.0407
H -6.113 -0.167 -1.649 0.0260 -0.2349 0.4459
C 4.213 -4.831 0.997 -0.0453 -0.4530 1.8195
C 3.725 -3.667 1.607 0.2536 0.3931 -1.0650
C 4.184 -2.477 1.069 0.5328 0.1214 -0.4243
N 5.109 -2.395 0.098 -0.0616 0.0272 0.3546
C 5.671 -3.517 -0.333 -0.0321 0.1353 0.9755
C 5.274 -4.781 0.131 -0.0411 0.8535 -1.6102
H 3.905 -5.790 1.399 -0.1823 -0.0494 -0.2452
H 3.002 -3.602 2.408 -0.0251 -0.4161 0.0322
H 3.855 -1.509 1.424 -0.0831 -0.1354 0.1193
H 6.552 -3.352 -0.942 -0.1561 -0.3434 -0.4288
H 5.692 -5.642 -0.373 0.0379 -0.2340 0.4267
C 2.185 5.693 -0.106 -0.5061 -1.0155 0.5243
O 2.937 4.613 -0.645 0.6583 0.3608 0.1390
H 2.695 6.653 -0.163 0.1753 -0.1507 -0.6275
H 1.214 5.675 -0.611 -0.0336 0.6631 0.1859
H 2.014 5.542 0.969 -0.1858 -0.0290 -0.0849
H 2.451 3.787 -0.481 -0.0745 0.0999 -0.2454
C 2.160 -0.876 4.836 0.7173 0.1581 1.3249
O 2.567 -2.215 4.480 -1.1334 0.9049 0.0584
H 2.509 -0.095 4.164 -0.0772 -0.3816 -0.4584
H 1.091 -0.782 5.041 -0.0922 -0.1344 -0.5692
H 2.620 -0.648 5.810 0.0709 0.1358 -0.1179
H 1.875 -2.697 4.950 0.4462 -0.6924 -0.3069

---

Entry 3:
10
Properties=species:S:1:pos:R:3:forces:R:3 method="wB97M-V/def2-TZVPD" de_lowest_ev=2.414 charge=0 gap_ev=9.149 e_homo_ev=-8.19
N 1.946 -0.035 -0.431 -0.3396 0.5088 -0.0261
C 0.667 -0.213 -0.070 -0.7849 0.6844 0.1252
N 0.082 0.958 0.048 -0.8316 0.0661 0.1206
C -1.247 0.681 0.162 -0.5201 -0.3667 0.2265
C -1.405 -0.656 0.192 -0.3766 -0.0024 0.0332
O -0.143 -1.255 0.048 0.0903 0.1832 -0.1265
H 1.640 1.078 -0.302 3.1008 -1.7831 -0.4660
H 2.679 -0.716 -0.209 -0.2856 1.0684 0.0805
H -1.978 1.473 0.235 -0.0774 -0.2462 0.0459
H -2.241 -1.314 0.326 0.0246 -0.1126 -0.0133

---

Entry 4:
17
Properties=species:S:1:pos:R:3:forces:R:3 method="wB97M-V/def2-TZVPD" de_lowest_ev=3.916 charge=+1 gap_ev=8.215 e_homo_ev=-12.62
C 0.726 0.467 -0.261 -0.3975 -0.5419 0.0926
C -0.145 -0.853 -0.037 -0.0262 0.5410 -1.0124
C -1.355 -0.706 -0.886 1.3022 2.2144 -1.2642
C -1.031 1.067 -1.519 -0.8994 -3.7256 0.7863
C 2.005 0.662 0.447 0.3682 0.2396 -0.0110
N 0.196 1.311 -1.029 1.0347 0.7817 0.3320
N -0.624 -0.757 1.386 -0.2210 -0.0746 0.4340
O -1.969 0.537 -0.624 -0.6977 0.8901 0.3684
H 0.426 -1.768 -0.189 -0.0889 0.0265 0.1162
H -1.644 -1.288 -1.736 -0.3300 -0.3291 0.0022
H -1.343 1.358 -2.503 -0.2114 0.0971 -0.1268
H 2.328 1.694 0.334 0.0105 0.0081 0.1065
H 2.768 0.021 0.000 -0.0157 -0.1035 0.0558
H 1.962 0.418 1.509 -0.0122 -0.0110 0.0938
H -1.260 0.066 1.410 0.2472 -0.2984 0.1243
H 0.138 -0.641 2.067 -0.3003 0.0156 -0.1202
H -1.179 -1.588 1.631 0.2375 0.2699 0.0223

---

Entry 5:
18
Properties=species:S:1:pos:R:3:forces:R:3 method="wB97M-V/def2-TZVPD" de_lowest_ev=7.289 charge=0 gap_ev=4.788 e_homo_ev=-9.45
C -0.626 -0.571 2.079 -1.5715 1.7208 -0.4966
C -1.634 -0.462 0.849 0.8333 0.1653 0.6751
S -0.881 -1.072 -0.657 -0.4336 0.7696 0.5880
H 0.381 -0.212 1.856 -0.1670 -0.2850 -0.1999
H -0.639 -1.502 2.601 0.1203 -0.7181 0.0221
H -1.083 0.198 2.726 0.4218 -0.3697 0.2761
H -2.577 -0.994 1.071 0.5041 -0.2039 -0.1537
H -1.892 0.601 0.746 0.0251 -0.4041 -0.2548
H 0.407 1.783 -0.149 -0.1776 -1.2020 -0.1420
H 2.745 0.805 0.665 0.1505 -1.1960 -0.5477
H 1.718 2.024 0.522 3.3366 -1.2776 1.5957
O 2.666 1.687 0.991 -3.4435 2.3992 -1.0737
H 1.794 -1.342 -1.244 0.8701 -0.9286 -0.8899
H 1.216 -0.480 -0.360 -0.6397 1.3375 0.9976
O 1.976 -1.046 -0.357 0.3813 -0.1890 -0.0663
H -1.132 2.584 -1.731 -0.3519 -0.8233 -0.9636
H -0.690 1.164 -1.462 -1.3310 0.8785 -1.9723
O -1.216 1.698 -2.171 1.4728 0.3265 2.6060

---

Entry 6:
19
Properties=species:S:1:pos:R:3:forces:R:3 method="wB97M-V/def2-TZVPD" de_lowest_ev=1.099 charge=0 gap_ev=8.955 e_homo_ev=-8.05
C 1.706 0.461 -1.291 -0.4247 -0.1470 1.1827
C 1.609 0.251 0.244 0.5351 -1.6265 -0.1938
C 0.190 0.322 0.721 0.8708 0.2376 1.6024
C -0.763 -0.732 0.831 -0.3173 0.6243 -0.6810
C -1.939 -0.205 1.357 1.6995 1.1687 0.0547
N -1.602 1.096 1.727 -0.5711 0.3857 -0.1002
C -0.336 1.417 1.363 -0.1139 -0.4641 -0.7375
H 2.436 -0.231 -1.657 0.4545 -0.1658 -0.6484
H 0.719 0.206 -1.677 0.1676 0.0485 -0.3670
H 1.960 1.480 -1.555 0.0201 0.1924 -0.1424
H 2.044 -0.767 0.473 -0.7358 0.7505 -0.2849
H 2.285 0.874 0.827 -0.2281 0.5287 -0.1574
H -0.515 -1.704 0.447 -0.5318 -0.2970 -0.0145
H -2.965 -0.490 1.377 -0.2379 -0.5475 0.3425
H -2.164 1.839 2.098 -0.6596 -0.4671 0.0513
H 0.045 2.421 1.492 0.0393 -0.1949 0.1361
O -0.758 -2.351 -2.033 0.0682 -0.2042 0.0205
H -1.618 -1.930 -1.943 0.0945 0.1114 -0.0737
H -0.333 -1.956 -2.800 -0.1295 0.0660 0.0108

---

Number 1: DFT total energy -45371.8748 eV. Number 2: DFT total energy -76121.4566 eV. Number 3: DFT total energy -8201.4717 eV. Number 4: DFT total energy -10348.7053 eV. Number 5: DFT total energy -19239.4480 eV. Number 6: DFT total energy -9937.3554 eV.